[1]
27
Properties=species:S:1:pos:R:3:forces:R:3:lowdin_charge:R:1 method="wB97M-V/def2-TZVPD" total_charge=0 homo_energy_ev=-8.4 largest_force_ev_per_a=0.65 relative_energy_kj_mol=4.5
C 2.763 0.825 -0.984 -0.18 0.20 -0.37 -0.27
C 2.904 -0.654 -0.634 -0.27 -0.36 -0.10 -0.27
C 4.297 -0.808 -0.032 0.40 -0.51 -0.02 -0.49
S 4.573 0.678 0.997 -0.10 -0.03 -0.06 0.80
C 3.162 1.590 0.275 -0.20 0.58 0.21 -0.49
H 1.738 1.089 -1.308 0.46 -0.13 0.16 0.12
H 3.453 1.079 -1.811 -0.27 -0.10 0.34 0.12
H 2.770 -1.313 -1.513 0.07 0.31 0.39 0.12
H 2.139 -0.933 0.115 0.30 0.11 -0.28 0.10
H 5.071 -0.861 -0.821 -0.39 0.06 0.36 0.07
H 4.398 -1.712 0.600 -0.10 0.48 -0.31 0.07
H 2.330 1.623 1.004 0.37 -0.06 -0.32 0.06
H 3.470 2.633 0.068 -0.14 -0.57 0.07 0.08
C 1.554 -1.582 3.295 0.01 -0.06 -0.06 -0.12
C 0.682 -0.329 3.227 -0.14 -0.01 -0.05 -0.30
C 1.251 0.825 4.050 0.19 0.02 0.08 -0.30
C 0.379 2.078 3.982 0.02 0.04 0.05 -0.13
H 1.119 -2.398 2.693 0.21 0.24 0.25 0.07
H 1.643 -1.925 4.340 0.04 0.04 -0.39 0.07
H 2.564 -1.361 2.911 -0.28 -0.13 0.16 0.06
H 0.586 -0.003 2.174 -0.08 -0.12 0.35 0.10
H -0.333 -0.566 3.600 0.32 0.12 -0.25 0.11
H 1.347 0.499 5.103 0.08 0.13 -0.40 0.11
H 2.266 1.062 3.677 -0.31 -0.13 0.23 0.10
H -0.631 1.857 4.366 0.30 0.18 -0.17 0.07
H 0.290 2.421 2.937 -0.05 -0.03 0.37 0.07
H 0.814 2.894 4.584 -0.23 -0.25 -0.26 0.07



[2]
30
Properties=species:S:1:pos:R:3:forces:R:3:lowdin_charge:R:1 method="wB97M-V/def2-TZVPD" total_charge=0 homo_energy_ev=-8.0 largest_force_ev_per_a=3.22 relative_energy_kj_mol=171.2
C 2.615 -0.852 1.746 0.76 1.02 -2.95 0.02
C 2.447 -0.713 0.406 1.34 -2.02 1.81 -0.19
C 1.180 -1.029 -0.276 -2.19 2.26 0.48 -0.29
C 1.421 -1.047 -1.750 0.93 -1.80 -0.30 -0.09
B -0.227 -0.038 0.015 1.43 -0.56 -0.12 -0.45
N -0.171 1.378 -0.074 1.86 0.59 1.10 -0.10
C -1.228 2.275 -0.508 -1.87 -1.77 0.18 -0.09
C 1.155 2.173 0.024 -2.12 -1.24 0.40 -0.01
N -1.474 -0.686 0.291 -0.73 -1.70 -0.94 -0.13
C -1.965 -1.865 -0.438 -1.69 -0.94 0.52 -0.08
C -2.399 -0.191 1.284 0.52 1.12 -0.98 -0.10
H 3.574 -0.952 2.183 0.79 0.12 0.39 0.04
H 1.788 -0.721 2.357 -1.46 -0.19 1.27 0.04
H 3.289 -0.863 -0.307 -0.08 0.58 0.99 0.11
H 0.902 -2.007 0.056 -0.25 -0.65 0.27 0.11
H 0.762 -0.383 -2.192 -0.97 1.25 -1.70 0.05
H 2.454 -0.904 -2.049 0.20 0.87 0.09 0.07
H 1.309 -2.049 -2.135 -0.79 -0.40 -0.36 0.08
H -1.427 3.122 0.174 0.05 -0.48 -0.04 0.09
H -0.873 2.672 -1.434 -0.19 0.62 -0.90 0.07
H -2.220 1.666 -0.704 2.00 1.34 0.42 0.12
H 1.467 2.237 -1.022 0.43 0.80 0.32 0.09
H 0.888 3.117 0.570 0.56 -0.57 -0.95 0.09
H 1.892 1.620 0.625 -0.36 0.22 -0.38 0.06
H -2.844 -2.288 0.227 1.80 0.37 -1.38 0.11
H -2.466 -1.595 -1.414 0.57 -0.16 0.80 0.09
H -1.232 -2.708 -0.665 -0.62 1.28 0.53 0.09
H -1.734 0.421 1.837 -0.18 0.93 1.36 0.08
H -3.270 0.382 0.974 0.02 0.61 -0.81 0.08
H -2.894 -0.913 1.875 0.24 -1.50 0.86 0.07



[3]
35
Properties=species:S:1:pos:R:3:forces:R:3:lowdin_charge:R:1 method="wB97M-V/def2-TZVPD" total_charge=+1 homo_energy_ev=-12.8 largest_force_ev_per_a=0.91
C -1.434 -0.066 2.737 0.07 -0.14 -0.47 -0.04
C 0.020 -0.029 3.070 -0.14 0.12 0.15 -0.44
C 0.757 -1.323 3.195 -0.05 0.03 0.56 -0.01
N 0.721 1.022 3.346 0.45 -0.26 -0.40 -0.27
S 0.172 2.488 2.747 -0.84 0.34 0.03 0.85
P 2.177 3.262 2.099 0.80 0.15 0.12 0.78
C 1.805 3.268 0.321 -0.08 0.12 -0.17 -0.34
O 2.118 4.823 2.540 -0.70 -0.23 0.25 -0.34
H -1.783 0.811 2.195 -0.03 0.07 0.17 0.05
H -1.981 -0.158 3.679 -0.01 0.05 -0.01 0.11
H -1.661 -0.945 2.138 -0.02 -0.01 0.03 0.09
H 0.127 -2.175 2.961 0.07 -0.01 -0.12 0.09
H 1.649 -1.278 2.570 -0.07 -0.09 -0.09 0.10
H 1.110 -1.427 4.223 0.03 -0.03 -0.01 0.11
H 0.019 3.249 3.851 0.19 -0.11 0.15 -0.02
H 1.653 4.274 -0.073 -0.13 0.03 0.13 0.06
H 2.688 2.852 -0.161 -0.03 0.05 -0.06 -0.01
H 0.958 2.631 0.066 0.07 0.01 -0.09 -0.03
H 1.290 5.306 2.388 0.40 0.14 -0.25 0.08
Cl -0.471 0.512 -1.029 -0.02 0.00 0.03 0.54
C 0.691 -0.091 -2.258 0.05 -0.05 -0.10 -0.63
C 1.839 -0.827 -1.626 0.01 -0.07 0.03 -0.63
Cl 2.906 0.264 -0.690 0.02 -0.20 0.04 0.57
H 1.029 0.761 -2.841 -0.03 0.05 0.06 0.08
H 0.144 -0.774 -2.903 -0.03 0.02 0.03 0.01
H 2.455 -1.286 -2.396 -0.01 0.05 -0.03 0.08
H 1.487 -1.601 -0.950 0.02 0.01 0.02 0.07
Cl -2.940 -4.989 -3.354 0.02 0.00 0.01 0.56
C -2.921 -3.238 -3.042 -0.03 -0.01 0.03 -0.67
C -2.364 -2.457 -4.204 -0.05 0.07 -0.02 -0.64
Cl -0.619 -2.764 -4.449 -0.01 -0.02 0.00 0.56
H -2.339 -3.068 -2.139 0.02 -0.01 -0.01 0.06
H -3.950 -2.929 -2.863 -0.01 0.00 -0.03 0.08
H -2.480 -1.390 -4.017 0.02 0.00 0.01 0.07
H -2.870 -2.708 -5.133 0.03 -0.05 0.00 0.07



[4]
47
Properties=species:S:1:pos:R:3:forces:R:3:lowdin_charge:R:1 method="wB97M-V/def2-TZVPD" s_squared=0.755 spin_multiplicity=2 total_charge=0 homo_energy_ev="-8.4 / -8.4" largest_force_ev_per_a=0.14 relative_energy_kj_mol=14.7
Ru 0.473 0.426 -0.494 -0.04 -0.01 0.08 1.09
N 2.512 0.995 -0.451 0.02 -0.01 0.04 -0.01
N 3.292 -0.087 -0.020 0.00 -0.02 -0.08 0.04
C 2.721 -1.257 0.368 0.02 0.02 0.05 -0.39
N 3.585 -2.236 0.651 -0.02 0.00 -0.02 0.21
N 1.397 -1.288 0.432 0.05 -0.04 -0.03 0.05
N 0.816 -2.535 0.695 0.03 0.01 -0.02 -0.40
O -0.253 -2.724 0.200 -0.01 -0.01 0.01 0.05
O 1.402 -3.321 1.430 -0.03 0.00 0.01 0.05
H 2.789 1.279 -1.390 -0.01 0.00 -0.01 0.11
H 2.610 1.776 0.195 0.00 0.00 0.00 0.10
H 4.292 0.019 0.013 0.00 0.01 0.04 0.16
H 4.498 -2.221 0.232 0.00 0.00 0.00 0.12
H 3.203 -3.104 0.997 0.01 0.00 0.00 0.09
N 1.403 1.648 -3.467 0.05 0.01 0.02 0.13
C 1.443 0.266 -3.355 -0.02 -0.02 -0.01 -0.49
N 2.008 -0.539 -4.228 0.02 0.01 0.02 0.04
N 1.896 -1.765 -3.667 -0.05 -0.01 -0.02 -0.08
N 1.295 -1.704 -2.536 0.05 0.02 0.00 -0.06
N 0.984 -0.402 -2.292 0.00 -0.07 -0.03 -0.15
C 0.468 2.401 -2.767 -0.03 0.04 0.00 -0.47
N -0.068 3.524 -3.196 -0.05 -0.04 -0.02 0.05
N -0.899 3.899 -2.203 0.08 0.06 0.05 -0.06
N -0.859 3.061 -1.230 -0.05 -0.04 -0.06 -0.06
N 0.026 2.091 -1.550 -0.01 0.08 0.02 -0.17
H 1.604 1.998 -4.392 0.00 -0.01 -0.01 0.14
C -2.718 -1.713 -0.515 -0.02 -0.04 0.06 -0.37
Se -2.007 0.066 -0.770 0.04 -0.05 -0.13 1.00
C -2.790 1.005 0.758 0.04 0.00 0.01 -0.49
C -3.110 0.152 1.965 -0.02 0.00 0.03 -0.54
Se -1.566 -0.675 2.838 0.00 -0.03 -0.01 0.94
C -2.656 -1.993 3.768 0.02 0.02 0.05 -0.41
H -2.223 -2.344 -1.247 -0.04 0.01 -0.03 0.03
H -3.787 -1.668 -0.713 0.00 0.00 -0.01 0.04
H -2.504 -2.087 0.481 -0.01 0.03 -0.02 -0.01
H -3.698 1.477 0.383 -0.01 -0.01 -0.02 0.07
H -2.065 1.785 0.973 -0.03 0.02 0.02 0.03
H -3.795 -0.655 1.700 0.02 0.00 0.01 0.05
H -3.616 0.775 2.704 0.01 0.01 -0.02 0.07
H -3.373 -1.500 4.421 -0.01 -0.01 0.00 0.02
H -1.987 -2.603 4.371 0.00 0.00 0.00 0.02
H -3.175 -2.634 3.058 0.00 0.00 -0.02 0.02
C 0.492 2.521 1.578 0.00 -0.01 0.02 -0.23
O 0.264 1.170 1.278 0.03 0.08 0.04 -0.53
H -0.345 3.152 1.265 0.00 0.01 0.01 0.06
H 1.376 2.945 1.073 0.00 -0.01 -0.01 0.06
H 0.644 2.628 2.655 -0.01 0.00 0.00 0.08



[5]
29
Properties=species:S:1:pos:R:3:forces:R:3:lowdin_charge:R:1 method="wB97M-V/def2-TZVPD" total_charge=+1 homo_energy_ev=-13.5 largest_force_ev_per_a=5.74 relative_energy_kj_mol=245.1
C 2.498 0.906 0.841 2.28 3.11 -2.68 -0.02
C 1.236 0.986 0.046 0.72 -2.19 1.78 -0.32
C 1.172 1.776 -1.161 0.44 2.26 0.77 0.02
C -3.343 -0.981 -0.375 0.44 -4.60 3.40 -0.07
C -1.594 1.438 0.493 -2.09 0.64 0.69 -0.04
C -1.912 -1.109 0.161 1.38 0.21 1.13 -0.19
C 1.951 -2.126 0.204 -0.81 -1.35 1.92 -0.20
C -1.070 0.189 -0.132 0.43 -1.47 -1.53 -0.34
N 2.975 -1.932 -0.472 1.22 -0.27 -2.05 0.02
N 0.342 0.080 0.337 -1.39 -0.20 2.69 0.09
H 2.297 0.637 1.815 -0.15 -1.24 2.00 0.05
H 2.986 2.011 0.963 -1.05 -2.59 -0.68 0.16
H 0.669 2.779 -1.125 0.34 -0.92 0.43 0.15
H 0.672 1.215 -1.867 -0.86 -0.99 -1.98 0.07
H 2.205 1.968 -1.390 0.32 0.16 -0.67 0.11
H -3.349 -0.764 -1.331 -0.09 1.18 -4.93 0.02
H -3.912 -0.283 0.153 -0.75 1.11 0.97 0.06
H -3.884 -2.016 -0.280 0.97 1.90 -0.04 0.13
H -0.902 2.265 0.478 0.16 0.14 0.11 0.07
H -2.023 1.306 1.521 1.00 -0.26 -0.50 0.12
H -2.498 1.782 0.004 -0.10 0.10 -0.59 0.09
H -2.043 -1.221 1.264 0.49 0.10 -0.52 0.12
H -1.251 -1.989 -0.161 -1.46 0.99 0.01 0.12
H 1.005 -2.694 -0.125 1.30 0.82 0.53 0.09
H 2.104 -1.853 1.333 -0.93 -0.35 -1.89 0.10
H -0.926 0.189 -1.255 -0.73 0.55 1.04 0.16
H 3.009 -2.315 -1.459 -0.55 0.60 1.38 0.09
H 3.245 0.214 0.234 -1.36 1.24 1.44 0.13
H 0.340 -0.457 1.287 0.83 1.31 -2.22 0.20



[6]
33
Properties=species:S:1:pos:R:3:forces:R:3:lowdin_charge:R:1 method="wB97M-V/def2-TZVPD" total_charge=+1 homo_energy_ev=-14.4 largest_force_ev_per_a=4.02 relative_energy_kj_mol=263.3
C 0.600 1.016 -2.041 0.72 2.12 1.73 -0.05
C 1.447 -0.018 -1.254 -3.21 -1.22 -0.98 -0.15
N 1.123 -0.185 0.209 -0.54 1.73 0.52 -0.26
C 2.244 -0.767 0.990 -0.35 -3.15 1.25 -0.18
C 2.618 -2.188 0.501 -1.26 -1.85 3.34 -0.05
C 0.694 1.121 0.864 -2.34 -0.41 1.77 -0.25
C 1.587 2.320 0.845 1.29 -0.84 -2.82 -0.04
S -0.393 -1.204 0.362 -2.20 -0.06 -1.73 0.72
O -0.461 -1.928 -0.879 -0.15 0.39 0.56 -0.26
O -0.311 -1.928 1.571 0.23 0.41 0.80 -0.21
N -1.597 0.033 0.429 0.27 -1.76 0.17 -0.03
C -2.788 -0.348 0.073 0.68 1.22 0.34 -0.19
O -3.772 0.537 0.272 1.91 -1.55 -0.77 -0.05
C -5.115 0.176 -0.097 -1.13 2.33 1.40 -0.02
H -0.341 0.710 -2.387 -1.39 -0.92 0.00 0.06
H 0.432 2.089 -1.598 0.58 -2.19 -0.62 0.12
H 1.158 1.162 -2.928 0.70 0.32 -1.02 0.07
H 2.454 0.171 -1.384 2.10 0.44 0.21 0.11
H 1.191 -1.025 -1.698 0.74 1.16 0.35 0.13
H 3.067 -0.110 0.961 0.84 0.99 -0.31 0.12
H 1.978 -0.923 2.068 -0.34 0.71 -1.04 0.15
H 1.694 -2.866 0.432 1.32 1.14 -0.29 0.09
H 3.192 -2.202 -0.357 0.97 -0.08 -1.97 0.04
H 3.225 -2.778 1.315 -0.93 1.54 -1.36 0.14
H -0.216 1.385 0.338 0.43 0.23 -0.10 0.07
H 0.208 0.751 1.869 1.55 1.11 -1.40 0.17
H 1.923 2.435 -0.296 -0.01 -0.15 2.71 0.13
H 1.009 3.199 0.997 -0.67 0.60 0.41 0.08
H 2.382 2.292 1.568 0.63 0.06 -0.07 0.08
H -2.891 -1.331 -0.394 -1.00 0.12 0.01 0.16
H -5.270 -0.852 0.075 -0.26 -1.28 0.05 0.07
H -5.370 0.478 -1.129 0.29 -0.06 0.61 0.11
H -5.699 0.779 0.702 0.52 -1.11 -1.75 0.14